Record 1
{
  "formula": "C33H51F5N6S2SeSi2Tl",
  "method": "wB97M-V/def2-TZVPD",
  "spin_multiplicity": 1,
  "total_energy_ha": -6065.0437,
  "gap_ev": [6.980, 6.998],
  "total_charge": -1,
  "homo_energy_ev": [-5.025, -5.038],
  "elements": ["H", "H", "C", "H", "F", "H", "C", "H", "H", "C", "H", "C", "C", "H", "H", "C", "C", "C", "H", "H", "H", "H", "H", "S", "H", "H", "H", "H", "C", "C", "H", "C", "C", "C", "H", "C", "N", "H", "H", "C", "Si", "H", "H", "C", "H", "C", "C", "Tl", "C", "C", "C", "S", "C", "H", "H", "H", "H", "H", "F", "F", "C", "C", "N", "N", "H", "H", "C", "H", "H", "C", "N", "H", "H", "H", "H", "C", "H", "H", "C", "H", "C", "H", "H", "H", "Se", "F", "N", "C", "C", "H", "H", "Si", "N", "H", "C", "F", "H", "H", "C", "H", "H"],
  "xyz": [[3.01922, -0.96102, -2.16516], [0.06069, 2.33394, 3.13586], [-5.07541, -3.92302, -2.35804], [0.97946, 2.63348, 0.51297], [-6.42607, -4.12642, -2.49459], [-0.42585, 2.62354, -3.36816], [-2.61955, -2.74925, 2.61003], [1.85622, 0.86768, 3.19648], [-5.11297, 3.61659, -1.70933], [1.89132, 3.10635, 0.88660], [3.59275, 0.65820, -2.54289], [-4.03474, -3.33430, -3.40440], [-1.10403, 0.59986, -0.38439], [-2.48853, 4.30746, 0.51756], [1.82570, 4.17511, 0.65001], [3.07881, 2.88418, -1.24643], [-1.87631, 2.07033, 3.99689], [4.35870, 3.27763, 0.85800], [-3.64711, -0.81358, -4.06038], [2.22014, -1.48505, 2.47613], [4.08259, -2.31087, -0.23470], [3.15233, 0.59398, 4.35368], [-3.65865, -0.74731, 3.57304], [1.52853, -2.69761, -0.62575], [-0.58676, -5.44209, -0.05467], [-3.83519, 1.46658, 4.64933], [-2.07012, 2.19994, -3.40042], [5.56857, -2.02812, -1.13483], [3.89196, -0.30772, -2.13990], [-1.55506, -1.75460, 2.24319], [5.37173, 0.02066, 3.68473], [-0.77491, 1.65988, 3.26494], [4.92746, -1.63287, -0.33882], [-5.01414, 1.17362, 0.37231], [4.26638, 4.34659, 0.63103], [-4.19941, -4.98790, -1.83296], [-0.58957, -3.32264, 1.00790], [-3.47624, 0.44761, -2.83537], [0.64075, -5.14413, -1.19556], [-4.22208, 3.01612, -1.91411], [3.25650, 0.60905, 0.50549], [-3.48184, 3.69173, -2.35075], [-5.12922, 0.28545, -0.25274], [3.16206, 2.53148, 0.24608], [-3.28839, 0.84100, -4.57038], [-2.12045, 1.27085, -0.43876], [-1.67133, -0.39680, 2.82095], [0.83492, -0.27881, 0.06435], [-0.73946, 0.67408, -3.57065], [5.79473, 0.62148, -0.83060], [3.29666, -1.33657, 2.59172], [0.89326, 0.32389, -3.32217], [-4.45702, -2.64105, -2.22331], [-2.80617, -2.74178, 3.68523], [-1.89696, 3.05361, 4.44663], [6.29136, 0.73570, 0.13515], [1.90898, 3.01640, 1.97044], [5.31467, 2.94138, 0.45589], [-3.82907, -4.96901, -0.55612], [-4.29074, -2.87267, -4.66838], [2.92865, 0.96546, 3.34651], [4.50230, -0.20997, -0.73494], [-1.12862, 1.97567, -3.68269], [-0.65612, 0.46472, 2.69786], [-5.96959, 1.70344, 0.39815], [3.55526, -1.59311, 3.62610], [-3.33513, 3.71103, 0.86528], [-4.77818, 0.83888, 1.38402], [5.63164, 1.61330, -1.24825], [0.29658, -3.65341, 0.11080], [-0.57707, -2.03999, 1.45735], [-4.49680, 2.26906, -2.65963], [3.98820, 2.64380, -1.79450], [-2.31793, -3.74126, 2.29670], [2.24572, 2.38002, -1.74344], [-2.93798, 1.19099, 4.10906], [-3.10994, 3.36891, 1.87426], [2.92114, 3.96533, -1.34206], [-3.10090, 0.09048, -3.79945], [-4.21409, 4.35994, 0.90803], [-2.83777, -0.04937, 3.51024], [3.79479, -2.04741, 1.93558], [-3.55554, -2.50289, 2.10042], [5.50729, -1.66074, 0.58319], [-1.16341, -3.59179, -3.01794], [-3.69535, -2.17012, -1.20022], [0.27271, -4.96167, -0.27532], [-3.39744, -5.54094, -2.85045], [5.19652, 0.28820, 2.63580], [5.53790, 1.31603, 2.49925], [3.20253, 2.02069, 3.32213], [-3.64669, 2.26703, -0.28783], [-1.69140, -0.23840, -3.72279], [5.82806, -0.35837, 2.02937], [3.70052, 0.12319, 2.32633], [-4.24409, -5.96348, -3.89117], [6.49195, 0.10127, -1.49727], [4.63506, -0.73640, -2.82220], [-2.81488, -4.22393, -3.20745], [-1.52746, -1.22418, -3.50024], [4.39644, 3.17974, 1.94353]],
  "atomic_forces_ev_per_a": [[0.0, 0.0, 0.0], [0.1, 0.1, 0.0], [0.0, 0.1, 0.0], [0.0, 0.0, 0.0], [0.0, 0.0, 0.0], [0.0, 0.0, 0.0], [0.0, 0.0, 0.0], [-0.2, 0.0, 0.0], [0.0, 0.0, 0.0], [0.0, 0.0, 0.0], [0.0, 0.0, 0.0], [0.0, -0.1, 0.0], [0.0, 0.0, 0.1], [0.0, 0.0, 0.0], [0.0, 0.0, 0.0], [0.0, 0.0, 0.0], [0.0, 0.0, 0.0], [0.0, 0.0, -0.1], [0.0, 0.1, 0.0], [0.0, 0.0, 0.0], [0.0, 0.0, 0.0], [0.0, 0.0, 0.0], [0.0, 0.0, 0.0], [-0.1, 0.2, -0.2], [0.0, 0.0, 0.0], [0.0, 0.0, 0.0], [0.0, 0.0, 0.0], [0.0, 0.0, 0.0], [0.0, 0.0, 0.0], [0.0, -0.1, 0.0], [0.0, 0.0, 0.0], [0.1, -0.1, 0.0], [0.0, 0.0, 0.0], [0.0, 0.0, 0.0], [0.0, 0.0, 0.0], [0.1, 0.0, 0.1], [0.1, -0.1, -0.1], [0.1, -0.1, 0.0], [-0.1, 0.0, 0.0], [0.0, 0.0, 0.0], [-0.1, 0.0, 0.1], [0.0, 0.0, 0.0], [0.0, 0.0, 0.0], [0.0, 0.0, 0.0], [0.0, 0.0, 0.0], [0.1, 0.0, 0.0], [0.0, 0.1, 0.0], [0.2, 0.1, -0.1], [-0.1, -0.1, 0.0], [0.0, 0.0, 0.0], [0.0, 0.0, 0.0], [0.1, -0.2, 0.1], [0.0, -0.1, 0.0], [0.0, 0.0, 0.0], [0.0, 0.0, 0.0], [0.0, 0.0, 0.0], [-0.1, 0.0, 0.1], [0.0, 0.0, 0.0], [0.0, 0.0, -0.1], [0.0, 0.0, 0.0], [0.0, 0.0, 0.0], [0.0, 0.0, 0.0], [-0.1, 0.1, 0.1], [0.1, 0.0, 0.0], [0.0, 0.0, 0.0], [0.0, 0.0, 0.0], [0.0, 0.0, 0.0], [0.0, 0.0, 0.0], [0.0, 0.0, 0.0], [-0.1, -0.1, 0.1], [-0.1, 0.2, 0.0], [0.0, 0.0, 0.0], [0.0, 0.0, 0.0], [0.0, 0.0, 0.0], [0.0, 0.0, 0.0], [0.0, 0.0, 0.0], [0.0, 0.0, 0.1], [0.0, 0.0, 0.0], [-0.1, 0.0, -0.1], [0.0, 0.0, 0.0], [0.0, 0.0, 0.0], [0.0, 0.0, 0.0], [0.0, 0.0, 0.0], [0.0, 0.0, 0.0], [-0.1, 0.0, -0.1], [0.0, 0.1, 0.0], [0.2, 0.0, 0.1], [0.0, 0.0, 0.0], [0.0, 0.0, 0.0], [0.0, 0.0, 0.0], [0.0, 0.0, 0.0], [-0.1, -0.1, 0.0], [-0.4, 0.0, 0.2], [0.0, 0.0, 0.0], [0.0, 0.0, 0.0], [0.0, 0.0, 0.0], [0.0, 0.0, 0.0], [0.0, 0.0, 0.0], [-0.1, 0.1, 0.0], [0.6, 0.2, -0.1], [0.0, 0.0, 0.0]]
}


Record 2
{
  "formula": "C16H20N4O2S",
  "method": "wB97M-V/def2-TZVPD",
  "spin_multiplicity": 1,
  "smiles": "CCc1nnc(NC(=O)CCC(=O)NCCc2ccccc2)s1",
  "total_energy_ha": -1389.4341,
  "gap_ev": 9.136,
  "homo_energy_ev": -8.653,
  "elements": ["N", "C", "H", "C", "H", "H", "H", "H", "C", "H", "N", "C", "C", "H", "O", "C", "H", "C", "H", "C", "O", "H", "H", "N", "C", "S", "H", "C", "H", "H", "N", "C", "C", "C", "H", "C", "C", "H", "H", "H", "C", "H", "H"],
  "xyz": [[3.83054, 0.48151, -1.61613], [-3.91779, 2.33247, 2.69866], [-1.51740, 2.53607, 3.89119], [-0.82972, 1.52567, 2.12842], [2.43812, -0.69116, 0.19721], [3.04979, -0.49145, -6.12514], [-0.88157, -2.42650, 1.33449], [3.08689, 1.25521, -5.86112], [0.14692, -0.56159, 1.28342], [4.11220, 0.52828, -7.10260], [2.49655, -1.20410, -0.68620], [-1.64468, 1.55626, 3.42951], [4.26124, 0.01730, -3.72027], [-3.00535, -0.78699, 3.60218], [1.74263, -2.96327, -1.88577], [1.77936, -2.35284, -0.83889], [-6.79626, 0.62554, 2.24046], [1.03283, -2.78126, 0.40921], [-1.20258, 2.29162, 1.44045], [3.19070, -0.63496, -1.71325], [1.28459, -0.23191, 1.57209], [-1.84387, -0.10050, 1.27283], [-5.35621, -1.21898, 3.02324], [-0.91611, 0.23193, 1.48970], [-5.24161, 2.09193, 2.37792], [3.27433, -1.38010, -3.29499], [1.69859, -2.71539, 1.27138], [-3.63016, 0.02272, 3.25007], [-3.51538, 3.33171, 2.61191], [-0.73454, -1.73486, -0.28268], [4.42689, 0.83895, -2.74872], [3.69186, 0.38659, -6.11024], [4.81127, 0.20933, -5.08422], [-4.95470, -0.22059, 2.92904], [0.22705, 1.70886, 2.33158], [-3.09726, 1.30141, 3.14026], [-5.76292, 0.81375, 2.49023], [-5.86904, 2.90350, 2.04032], [5.41538, -0.66074, -5.35269], [0.72323, -3.81688, 0.26753], [-0.20150, -1.90584, 0.65549], [-1.25545, 0.79814, 4.11096], [5.45312, 1.09118, -5.06686]],
  "atomic_forces_ev_per_a": [[-0.7, -0.3, 1.5], [0.0, 0.0, 0.0], [0.0, 0.0, 0.1], [0.2, 0.2, 0.2], [0.0, -0.1, -0.1], [-0.1, 0.0, -0.1], [0.0, 0.0, -0.1], [-0.1, 0.1, 0.0], [-0.5, -0.3, -0.2], [0.0, 0.0, -0.1], [0.0, 0.1, 0.4], [0.1, 0.0, -0.3], [-0.3, -0.8, 0.1], [0.1, -0.1, 0.1], [-0.2, -0.3, -0.2], [0.0, 0.0, 0.6], [-0.1, 0.0, 0.0], [-0.1, 0.0, -0.1], [0.1, 0.0, 0.1], [0.2, -0.3, -1.2], [0.4, 0.1, 0.3], [0.1, -0.1, -0.1], [0.0, -0.1, 0.0], [-0.3, 0.2, 0.0], [0.0, 0.1, 0.0], [0.4, 0.9, 0.2], [0.0, 0.0, 0.0], [0.0, 0.0, 0.0], [0.0, 0.1, 0.0], [-0.1, 0.0, 0.0], [0.8, 0.8, -1.0], [0.2, 0.0, 0.0], [-0.1, 0.0, -0.2], [-0.1, -0.1, 0.0], [-0.1, 0.0, -0.1], [0.1, 0.0, 0.2], [-0.1, 0.0, 0.0], [-0.1, 0.1, 0.0], [0.1, 0.1, 0.0], [0.1, 0.1, 0.0], [0.3, -0.1, 0.1], [0.0, 0.0, 0.0], [0.0, -0.1, 0.1]]
}


Record 3
{
  "formula": "C3H3ClN2OS",
  "method": "wB97M-V/def2-TZVPD",
  "spin_multiplicity": 1,
  "smiles": "[H]/N=c1/[nH]c(Cl)c(S)o1",
  "total_energy_ha": -1159.1386,
  "gap_ev": 8.217,
  "homo_energy_ev": -8.410,
  "elements": ["O", "H", "H", "S", "Cl", "N", "N", "C", "C", "C", "H"],
  "xyz": [[-0.52927, 0.72391, 1.25992], [0.12203, 3.05843, 2.32573], [-1.92882, -1.53499, 1.91559], [-1.86747, -1.51527, 0.23501], [0.72693, -0.84390, -2.10254], [1.47678, 0.84370, 0.09277], [1.02751, 2.53108, 1.75120], [-0.53607, -0.29374, 0.29496], [0.48779, -0.13374, -0.53199], [0.69283, 1.45289, 1.12084], [2.16541, 1.49995, -0.54825]],
  "atomic_forces_ev_per_a": [[1.5, -0.2, -0.1], [3.3, -2.6, -2.0], [0.1, -0.1, -4.0], [0.8, 1.3, 4.2], [0.2, 0.3, 1.2], [-0.9, 0.5, -2.1], [-3.7, 0.2, 0.7], [-0.8, 0.1, -0.2], [2.2, 1.1, 0.0], [0.1, 1.5, 0.0], [-2.8, -2.2, 2.3]]
}


Record 4
{
  "formula": "C30H33N2O11Sn",
  "method": "wB97M-V/def2-TZVPD",
  "spin_multiplicity": 1,
  "total_energy_ha": -2314.1148,
  "gap_ev": [4.950, 3.833],
  "total_charge": -1,
  "homo_energy_ev": [-3.864, -2.808],
  "elements": ["H", "H", "O", "C", "C", "O", "H", "O", "H", "O", "C", "C", "H", "C", "H", "H", "H", "C", "C", "O", "H", "H", "H", "H", "N", "H", "H", "H", "C", "C", "C", "H", "O", "O", "H", "H", "C", "H", "O", "C", "H", "H", "H", "H", "H", "C", "C", "Sn", "C", "O", "O", "H", "H", "C", "C", "C", "H", "C", "C", "C", "H", "H", "O", "H", "C", "C", "H", "H", "C", "N", "C", "C", "C", "C", "H", "C", "C"],
  "xyz": [[1.54541, -2.88508, 0.88038], [-0.24698, -1.66314, -5.29875], [-0.94628, 1.34480, -2.14572], [-0.99420, -2.83683, -8.89812], [-0.14433, 2.85952, -4.92888], [-0.49141, -2.19514, -7.71921], [-2.32437, -2.49767, -1.86398], [-3.31244, 0.61424, 4.62575], [0.36422, 0.78810, 5.98292], [-1.98824, 0.36308, 6.36161], [1.22712, 2.66918, -4.40656], [-2.87291, -0.96943, -0.31000], [-0.99031, 4.72992, -5.47530], [-0.33077, 2.01029, 0.76436], [1.35106, 3.06579, -3.37354], [-3.53165, -0.29463, -0.85006], [2.84449, -0.85339, 2.10098], [1.53929, -1.53008, -0.91047], [-0.90609, 4.06886, -4.59601], [1.62024, -0.43830, -8.63951], [1.94842, 3.22277, -5.05138], [-0.81364, -3.58739, 0.09434], [1.99688, 1.87668, 2.13234], [1.00781, -2.11356, -1.65736], [-2.18807, 0.67825, 5.16920], [-0.44423, -2.45934, -9.76536], [-1.18608, -2.12237, 2.34650], [-0.80970, -3.89621, -8.73549], [0.20955, -0.09462, -6.74874], [-1.06158, 1.12175, 4.38522], [-0.95597, 0.27340, -3.00974], [-0.43579, 4.64153, -3.78518], [3.57931, 0.98196, 3.73419], [2.82152, 0.77408, 5.78317], [-0.07974, -0.34496, -2.71160], [2.75935, -0.73755, -10.27465], [-1.44284, -2.70520, 0.19201], [3.39926, -1.51280, -8.76810], [0.56000, 2.57043, 0.06780], [0.06510, -0.60326, -5.28910], [-2.86772, -0.11552, 1.75610], [-1.84607, -0.33621, -2.73408], [-1.94144, 3.84720, -4.28126], [-2.05746, -2.61717, -9.01699], [1.05700, -0.53901, -4.81962], [0.22137, 1.04085, 4.93708], [1.31421, 1.25673, 4.09210], [-1.41585, 3.07757, -1.40821], [2.06823, -0.21630, -1.09568], [-1.24606, -0.33608, -8.69644], [-1.54483, 1.80368, 0.33770], [2.06453, 0.35651, -2.01933], [-1.93640, 1.97703, -5.64633], [-0.59312, -0.86428, -7.79802], [-0.13998, 1.69914, 2.20702], [1.61876, -0.26723, -7.30075], [-2.25928, 1.62777, 2.65363], [-1.62897, -1.93345, 1.37273], [1.14028, 1.64565, 2.75427], [-2.22606, -2.12333, -0.84626], [3.10259, 1.15672, 0.33120], [0.68516, 2.00518, -6.95779], [2.62957, -0.29046, -6.62435], [3.56512, 0.26529, -8.99792], [-0.20042, 1.36972, -6.80017], [-0.94856, 0.33646, -4.60534], [-1.92572, -0.10794, -4.89197], [-0.89246, 1.52560, -7.63398], [1.81284, -1.93293, 0.42641], [2.64664, 0.99320, 4.56874], [-2.50742, -0.86078, 1.05726], [-1.25225, 1.50888, 3.04717], [-0.88334, 1.69656, -5.44273], [2.49553, -0.86474, 1.07258], [1.54595, 1.61105, -4.38704], [2.92811, -0.61338, -9.20034], [2.63730, 0.19726, 0.13781]],
  "atomic_forces_ev_per_a": [[0.1, 0.2, -0.2], [0.2, 0.5, 0.2], [-0.1, 1.3, -1.1], [0.0, -0.2, 0.1], [-0.4, -0.6, 1.6], [0.2, 0.2, 0.0], [0.1, 0.1, 0.3], [2.3, 0.2, 0.9], [0.0, -0.1, -0.3], [-0.2, 0.6, -2.0], [0.9, 0.2, 0.0], [0.6, -1.3, -0.6], [-0.1, 0.1, 0.2], [-0.9, 0.7, -0.5], [-0.1, -0.2, -0.5], [0.1, -0.1, 0.1], [0.0, -0.1, -0.2], [0.4, 1.5, -0.8], [-0.3, 0.8, 0.0], [0.5, 0.3, 0.3], [-0.1, -0.3, 0.4], [-0.2, 0.2, 0.1], [-0.1, -0.2, 0.1], [0.2, 0.1, 0.2], [-2.3, -0.5, 1.5], [-0.1, -0.1, 0.1], [0.0, 0.0, -0.2], [-0.1, 0.0, -0.1], [0.0, -1.0, -0.8], [1.2, 0.4, -1.0], [0.2, -1.9, -0.4], [0.0, 0.1, -0.2], [-1.9, 0.1, 1.6], [-0.5, 0.3, -1.8], [-0.4, 0.2, -0.3], [0.1, 0.0, 0.3], [-0.1, 0.2, -1.0], [-0.1, 0.4, -0.2], [-1.4, -0.3, 0.5], [0.5, 0.1, -0.1], [0.0, -0.2, -0.2], [0.6, 0.3, -0.3], [0.2, 0.0, -0.2], [0.2, -0.1, 0.0], [-0.2, -0.1, 0.0], [0.1, -0.2, -0.3], [-1.4, 0.3, -0.6], [0.7, -1.3, 0.5], [-0.6, -1.3, 0.1], [0.9, -0.7, 1.4], [1.2, 1.2, 0.4], [-0.1, -0.1, 0.2], [0.5, 0.0, 0.1], [-1.9, 0.8, -1.2], [0.1, 0.1, 1.2], [1.2, -0.4, 1.2], [0.3, -0.2, 0.1], [-1.0, 1.6, 0.2], [0.1, -0.5, 0.1], [-0.3, 0.6, 0.6], [0.1, -0.1, -0.1], [-0.3, -0.1, 0.1], [-1.0, 0.2, -0.9], [-0.3, -0.4, -0.1], [-0.2, 0.0, 0.0], [-0.7, 0.3, -0.5], [0.3, 0.5, 0.1], [0.3, 0.0, 0.1], [0.3, 0.7, 0.9], [2.8, -0.2, 0.6], [0.9, -1.4, 0.9], [0.2, -0.5, 0.0], [-0.5, -0.4, -0.3], [-0.4, -0.2, -0.4], [-0.2, 0.5, -0.1], [0.2, -0.1, -0.1], [-0.1, -0.9, 0.2]]
}


Record 5
{
  "formula": "C3H2N4O",
  "method": "wB97M-V/def2-TZVPD",
  "spin_multiplicity": 1,
  "smiles": "O=c1nccnnn1",
  "total_energy_ha": -409.5789,
  "gap_ev": 7.448,
  "homo_energy_ev": -9.719,
  "elements": ["O", "H", "N", "H", "N", "C", "N", "N", "C", "C"],
  "xyz": [[2.43419, -0.07281, 0.68838], [-2.33626, 0.27770, 1.01186], [1.11487, -1.44136, -0.64119], [-0.74659, 2.08528, -0.97490], [0.86774, 1.04968, -0.26703], [-1.30986, 0.07175, 0.35935], [-0.91925, -1.16501, 0.55654], [0.03796, -1.81179, -0.35377], [1.39224, -0.04991, 0.02807], [-0.53504, 1.05646, -0.40730]],
  "atomic_forces_ev_per_a": [[-1.6, -0.6, -0.2], [2.8, 0.1, -2.1], [1.7, 3.8, -0.1], [-0.8, -2.6, 1.6], [-9.3, 3.3, -3.6], [-2.1, -1.5, 1.4], [0.4, 1.1, -0.9], [-4.2, -1.7, 1.1], [8.0, -5.3, 2.8], [5.1, 3.3, -0.1]]
}


Record 6
{
  "formula": "C2H2O3S",
  "method": "wB97M-V/def2-TZVPD",
  "spin_multiplicity": 1,
  "total_energy_ha": -701.2622,
  "gap_ev": 8.911,
  "homo_energy_ev": -9.809,
  "elements": ["C", "H", "O", "S", "C", "H", "O", "O"],
  "xyz": [[0.74736, 0.20876, 0.71182], [2.17400, -1.05310, -0.27191], [-2.13862, -1.34170, -0.51714], [-2.44997, -0.05084, 0.00742], [1.81195, -0.09724, 0.04344], [2.25863, 0.73172, -0.32185], [-2.23059, 1.04347, -0.95769], [-0.17277, 0.55892, 1.30591]],
  "atomic_forces_ev_per_a": [[0.6, -0.6, -0.3], [-0.2, -0.4, 0.3], [0.0, -0.6, 0.4], [0.3, 2.2, -2.6], [-0.8, -1.9, 0.5], [1.6, 2.5, -1.2], [-0.6, -1.6, 2.1], [-0.9, 0.3, 0.8]]
}